Record 1
The following is a quantum chemistry calculation of a single C3H6N2OS molecule, from the Open Molecules 2025 dataset.

Its energy above the lowest of the compared OMol25 structures with the same formula, charge and spin is 282.0 kJ/mol. As for the SMILES: CN1CONC1=S. The orbital gap is 9.226 eV.

Cartesian coordinates (Å):
1 C -1.262 -0.274 1.088
2 N -0.235 -0.146 0.095
3 C 1.020 -0.817 0.204
4 O 1.890 -0.098 -0.836
5 N 1.081 0.965 -1.299
6 C -0.190 0.861 -0.817
7 S -1.431 1.836 -1.239
8 H -1.007 0.267 2.005
9 H -2.174 0.155 0.677
10 H -1.420 -1.326 1.320
11 H 1.493 -0.710 1.187
12 H 0.985 -1.868 -0.105
13 H 1.249 1.155 -2.278

***

Record 2
The following is a quantum chemistry calculation of a 2-piece molecular cluster, C6H7O2S2 overall, from the Open Molecules 2025 dataset.

Its net charge is -1. Its energy above the lowest of the compared OMol25 structures with the same formula, charge and spin is 165.7 kJ/mol. The orbital gap is 6.305 eV.

Cartesian coordinates (Å):
1 C 1.804 -0.735 -0.057
2 C 0.991 0.230 -0.453
3 C 4.283 0.135 -0.309
4 C -0.973 -0.550 0.550
5 C -0.662 -2.064 0.377
6 C 1.563 1.516 -0.901
7 O 4.336 -0.243 -1.394
8 O -0.510 0.179 -0.514
9 S 4.673 0.979 0.928
10 S 1.174 -2.318 0.450
11 H -2.082 -0.406 0.451
12 H -0.475 -0.147 1.495
13 H -1.224 -2.509 1.281
14 H -1.084 -2.325 -0.655
15 H 2.549 1.421 -1.447
16 H 2.009 2.162 -0.096
17 H 0.900 2.173 -1.341

***

Record 3
The following is a quantum chemistry calculation of a 9-piece molecular cluster, C64H144F2N9O4S2 overall, from the Open Molecules 2025 dataset.

Its net charge is +7. Its energy above the lowest of the compared OMol25 structures with the same formula, charge and spin is 1123.7 kJ/mol. The orbital gap is 10.085 eV.

Cartesian coordinates (Å):
1 C 1.210 6.466 -2.339
2 C 0.649 5.530 -3.438
3 C 1.809 4.603 -3.995
4 N 1.491 3.858 -5.283
5 C 0.229 2.824 -5.208
6 C 1.080 4.955 -6.377
7 C 1.237 4.358 -7.854
8 C 2.438 3.547 -7.585
9 C 2.712 3.125 -6.089
10 H 0.379 6.935 -1.813
11 H 1.768 7.354 -2.635
12 H 1.913 5.890 -1.736
13 H 0.219 6.207 -4.176
14 H -0.238 4.937 -3.213
15 H 1.906 3.814 -3.249
16 H 2.754 5.145 -4.024
17 H -0.124 2.555 -6.204
18 H -0.560 3.373 -4.694
19 H 0.405 1.966 -4.559
20 H 0.070 5.251 -6.092
21 H 1.630 5.894 -6.325
22 H 0.232 3.965 -8.004
23 H 1.371 5.127 -8.615
24 H 2.188 2.631 -8.120
25 H 3.348 4.044 -7.921
26 H 2.924 2.084 -5.846
27 H 3.670 3.520 -5.751
28 C 4.307 -0.319 -3.034
29 C 5.552 -0.938 -3.568
30 C 6.646 0.107 -3.334
31 N 8.037 -0.445 -3.399
32 C 8.247 -1.444 -4.588
33 C 8.454 -1.195 -2.190
34 C 8.804 -0.213 -1.100
35 C 9.332 0.963 -1.879
36 C 9.057 0.722 -3.319
37 H 3.886 0.391 -3.746
38 H 4.507 0.109 -2.052
39 H 3.638 -1.162 -2.864
40 H 5.536 -1.192 -4.628
41 H 5.627 -1.850 -2.976
42 H 6.614 0.768 -2.468
43 H 6.596 0.778 -4.192
44 H 9.225 -1.923 -4.552
45 H 8.074 -0.997 -5.567
46 H 7.725 -2.376 -4.372
47 H 9.383 -1.696 -2.463
48 H 7.708 -1.917 -1.858
49 H 9.707 -0.492 -0.556
50 H 7.962 0.141 -0.506
51 H 10.418 1.011 -1.950
52 H 9.027 1.902 -1.417
53 H 9.853 0.297 -3.930
54 H 8.745 1.646 -3.806
55 C 0.642 -3.742 5.816
56 C 0.319 -2.258 5.714
57 C -0.598 -1.847 4.440
58 N -1.355 -0.499 4.492
59 C -2.247 -0.442 5.705
60 C -2.125 -0.346 3.218
61 C -2.455 1.224 3.229
62 C -1.303 1.900 4.080
63 C -0.391 0.725 4.412
64 H 1.101 -4.282 4.989
65 H -0.172 -4.316 6.258
66 H 1.364 -3.866 6.624
67 H 1.229 -1.671 5.590
68 H 0.059 -1.838 6.685
69 H -1.424 -2.544 4.297
70 H 0.063 -1.838 3.572
71 H -2.747 0.524 5.782
72 H -1.500 -0.541 6.493
73 H -3.027 -1.196 5.807
74 H -3.018 -0.957 3.348
75 H -1.701 -0.769 2.307
76 H -3.444 1.320 3.678
77 H -2.476 1.650 2.226
78 H -1.773 2.383 4.938
79 H -0.700 2.572 3.469
80 H 0.048 0.528 5.390
81 H 0.410 0.517 3.702
82 C -6.530 -1.358 -7.495
83 C -6.441 -1.062 -5.989
84 C -5.692 0.182 -5.490
85 N -5.669 0.413 -3.934
86 C -7.120 0.556 -3.434
87 C -4.896 -0.600 -3.114
88 C -3.461 -0.085 -2.958
89 C -3.411 1.202 -3.774
90 C -4.942 1.744 -3.694
91 H -7.004 -2.326 -7.658
92 H -5.569 -1.352 -8.009
93 H -7.084 -0.556 -7.982
94 H -5.952 -1.943 -5.572
95 H -7.451 -0.924 -5.603
96 H -6.181 1.048 -5.935
97 H -4.671 0.226 -5.870
98 H -7.590 -0.428 -3.423
99 H -7.658 1.256 -4.072
100 H -7.237 1.039 -2.465
101 H -5.435 -0.671 -2.170
102 H -5.026 -1.555 -3.624
103 H -3.288 -0.019 -1.883
104 H -2.607 -0.720 -3.191
105 H -2.643 1.827 -3.319
106 H -3.116 1.017 -4.807
107 H -5.115 2.235 -2.736
108 H -5.291 2.547 -4.343
109 C 8.709 -4.623 1.204
110 C 7.298 -5.043 1.662
111 C 6.301 -3.863 1.499
112 N 4.832 -4.240 1.762
113 C 4.661 -5.148 3.137
114 C 4.210 -5.211 0.694
115 C 2.697 -4.926 0.582
116 C 2.566 -3.494 0.981
117 C 3.794 -3.106 1.756
118 H 9.244 -4.006 1.926
119 H 8.500 -3.958 0.366
120 H 9.415 -5.409 0.936
121 H 7.448 -5.201 2.730
122 H 6.913 -5.950 1.196
123 H 6.334 -3.606 0.440
124 H 6.724 -3.000 2.013
125 H 4.673 -4.429 3.956
126 H 5.543 -5.774 3.273
127 H 3.757 -5.750 3.232
128 H 4.228 -6.282 0.898
129 H 4.832 -5.056 -0.188
130 H 2.220 -5.511 1.368
131 H 2.348 -5.134 -0.430
132 H 1.638 -3.209 1.477
133 H 2.581 -2.957 0.032
134 H 3.573 -2.731 2.756
135 H 4.254 -2.241 1.279
136 C 6.975 4.647 6.799
137 C 5.562 4.556 6.222
138 C 5.384 3.265 5.457
139 N 3.924 2.694 5.320
140 C 3.342 2.243 6.733
141 C 2.945 3.718 4.778
142 C 3.082 3.692 3.177
143 C 3.592 2.278 2.844
144 C 3.839 1.551 4.215
145 H 7.583 3.747 6.707
146 H 6.893 5.069 7.800
147 H 7.393 5.457 6.201
148 H 5.330 5.434 5.618
149 H 4.894 4.531 7.082
150 H 5.940 2.432 5.887
151 H 5.801 3.454 4.468
152 H 4.174 1.642 7.101
153 H 2.468 1.620 6.543
154 H 3.059 3.148 7.271
155 H 1.909 3.632 5.108
156 H 3.254 4.632 5.286
157 H 2.196 3.991 2.618
158 H 3.797 4.469 2.905
159 H 2.949 1.825 2.089
160 H 4.617 2.353 2.480
161 H 3.069 0.842 4.519
162 H 4.729 0.929 4.305
163 C -10.934 0.267 1.868
164 C -10.157 1.281 1.083
165 C -8.889 1.774 1.843
166 N -7.990 2.763 1.013
167 C -8.921 3.782 0.271
168 C -6.975 1.997 0.085
169 C -5.784 1.600 0.913
170 C -5.806 2.503 2.127
171 C -6.951 3.515 1.898
172 H -10.796 0.329 2.948
173 H -10.553 -0.745 1.732
174 H -11.979 0.309 1.564
175 H -10.832 2.135 1.022
176 H -9.934 0.952 0.068
177 H -8.221 0.970 2.151
178 H -9.134 2.201 2.815
179 H -8.190 4.507 -0.088
180 H -9.565 4.257 1.010
181 H -9.608 3.321 -0.439
182 H -6.668 2.710 -0.680
183 H -7.526 1.221 -0.446
184 H -4.904 1.850 0.320
185 H -5.659 0.577 1.268
186 H -4.831 2.981 2.220
187 H -5.795 1.922 3.049
188 H -6.570 4.377 1.351
189 H -7.414 4.004 2.754
190 C -6.086 -7.141 0.932
191 C -4.837 -6.289 0.703
192 C -5.073 -4.747 0.883
193 N -3.916 -3.883 0.250
194 C -4.077 -2.397 0.429
195 C -3.444 -4.186 -1.197
196 C -1.945 -3.854 -1.366
197 C -1.480 -3.723 0.053
198 C -2.608 -4.195 0.991
199 H -6.521 -6.684 1.821
200 H -5.781 -8.174 1.097
201 H -6.838 -6.949 0.167
202 H -4.551 -6.702 -0.264
203 H -4.088 -6.536 1.456
204 H -5.330 -4.345 1.862
205 H -5.987 -4.523 0.333
206 H -4.338 -2.064 1.433
207 H -4.952 -2.121 -0.160
208 H -3.275 -1.863 -0.081
209 H -4.036 -3.714 -1.981
210 H -3.736 -5.235 -1.251
211 H -1.903 -2.945 -1.966
212 H -1.429 -4.629 -1.934
213 H -1.456 -2.666 0.317
214 H -0.461 -4.063 0.234
215 H -2.696 -3.726 1.970
216 H -2.527 -5.279 1.075
217 N -0.675 -0.017 -0.202
218 S -0.539 1.361 -0.482
219 O -0.556 1.777 -1.936
220 O 0.069 2.242 0.446
221 F -2.100 1.714 -0.012
222 S 0.912 -0.318 0.089
223 O 1.333 -0.505 1.485
224 O 1.916 0.133 -0.883
225 F 0.527 -1.822 -0.358

***

Record 4
The following is a quantum chemistry calculation of a single C5H5NO molecule, from the Open Molecules 2025 dataset.

Its energy above the lowest of the compared OMol25 structures with the same formula, charge and spin is 456.2 kJ/mol. As for the SMILES: C#C/C([O-])=C1\C[NH2+]1. The orbital gap is 8.844 eV.

Cartesian coordinates (Å):
1 C -1.524 0.242 -2.685
2 C -1.264 0.199 -1.510
3 C -0.959 0.091 -0.085
4 O -1.668 0.631 0.770
5 C 0.163 -0.759 0.223
6 C 1.471 -0.154 0.515
7 N 0.572 -0.509 1.642
8 H -1.766 0.270 -3.724
9 H 1.634 0.926 0.465
10 H 2.391 -0.738 0.461
11 H 0.739 -1.341 2.191
12 H 0.061 0.243 2.111

***

Record 5
The following is a quantum chemistry calculation of a single H2N2O2S molecule, from the Open Molecules 2025 dataset.

As for the spin multiplicity: 3. Its energy above the lowest of the compared OMol25 structures with the same formula, charge and spin is 509.3 kJ/mol. The orbital gap (spin up / spin down) is 5.574 / 4.454 eV. Its expectation value of S² is 2.035.

Cartesian coordinates (Å):
1 N -1.709 0.585 0.036
2 N 1.788 0.079 0.469
3 O 2.752 0.289 -0.164
4 O 0.719 -0.265 -0.398
5 S -0.827 -0.660 0.284
6 H -1.269 1.370 0.467
7 H -1.454 -1.397 -0.694

***

Record 6
The following is a quantum chemistry calculation of a 9-piece molecular cluster, C41H58IN10O2 overall, from the Open Molecules 2025 dataset.

Its net charge is -1. The orbital gap is 6.967 eV.

Cartesian coordinates (Å):
1 C 2.496 -0.679 1.335
2 C 1.055 -0.111 0.704
3 I -0.373 0.456 2.261
4 C 1.313 1.016 -0.457
5 C 1.470 2.555 0.084
6 N 2.216 2.694 1.400
7 C 3.741 2.720 1.165
8 C 4.518 2.106 2.471
9 C 4.425 3.079 3.822
10 C 2.998 2.812 4.610
11 N 2.118 4.057 4.598
12 C 0.018 3.384 0.067
13 O -0.652 3.426 -1.088
14 O -0.586 4.028 1.244
15 H 3.429 -0.292 0.699
16 H 2.603 -0.475 2.483
17 H 2.500 -1.867 1.216
18 H 0.587 -1.059 0.149
19 H 0.514 0.918 -1.339
20 H 2.355 0.733 -0.967
21 H 2.138 3.123 -0.725
22 H 2.013 3.686 1.720
23 H 4.099 3.852 1.065
24 H 3.929 2.138 0.162
25 H 5.644 1.978 2.179
26 H 4.117 1.058 2.812
27 H 5.339 2.853 4.547
28 H 4.470 4.185 3.424
29 H 3.163 2.433 5.729
30 H 2.397 1.936 4.081
31 H 2.359 4.639 3.752
32 H 1.120 3.766 4.495
33 N 0.900 1.461 -4.168
34 C 1.014 0.323 -4.924
35 C 2.259 0.326 -5.512
36 C 2.921 1.504 -5.092
37 C 2.060 2.185 -4.260
38 H 0.087 1.724 -3.626
39 H 0.202 -0.389 -4.979
40 H 2.649 -0.438 -6.171
41 H 3.919 1.822 -5.366
42 H 2.173 3.121 -3.729
43 N -3.328 2.922 0.532
44 C -3.497 3.136 -0.811
45 C -4.848 3.110 -1.079
46 C -5.517 2.877 0.146
47 C -4.554 2.768 1.125
48 H -2.437 2.884 1.010
49 H -2.645 3.287 -1.460
50 H -5.302 3.245 -2.052
51 H -6.585 2.798 0.298
52 H -4.636 2.593 2.189
53 N -0.372 -1.243 5.546
54 C -0.077 -0.392 6.579
55 C 0.318 -1.152 7.657
56 C 0.264 -2.509 7.258
57 C -0.162 -2.536 5.949
58 H -0.693 -0.961 4.629
59 H -0.174 0.679 6.459
60 H 0.613 -0.770 8.626
61 H 0.511 -3.374 7.861
62 H -0.334 -3.362 5.273
63 N 0.551 -0.387 11.333
64 C 0.679 -1.747 11.452
65 C 0.153 -2.119 12.669
66 C -0.313 -0.944 13.305
67 C -0.058 0.110 12.456
68 H 0.856 0.162 10.541
69 H 1.133 -2.331 10.663
70 H 0.110 -3.129 13.057
71 H -0.785 -0.874 14.276
72 H -0.255 1.169 12.556
73 N -1.037 0.338 -7.325
74 C -1.902 -0.724 -7.318
75 C -2.482 -0.809 -8.565
76 C -1.942 0.236 -9.352
77 C -1.051 0.927 -8.563
78 H -0.475 0.641 -6.540
79 H -2.033 -1.327 -6.429
80 H -3.213 -1.544 -8.873
81 H -2.179 0.460 -10.385
82 H -0.427 1.785 -8.775
83 N -2.360 -3.429 15.209
84 C -2.270 -4.683 15.755
85 C -3.152 -4.753 16.810
86 C -3.801 -3.498 16.901
87 C -3.295 -2.701 15.898
88 H -1.822 -3.094 14.421
89 H -1.587 -5.416 15.347
90 H -3.311 -5.615 17.445
91 H -4.556 -3.208 17.619
92 H -3.519 -1.681 15.618
93 N -1.732 0.829 -13.419
94 C -0.691 1.711 -13.554
95 C 0.425 0.998 -13.932
96 C 0.043 -0.361 -14.036
97 C -1.295 -0.436 -13.716
98 H -2.674 1.073 -13.145
99 H -0.833 2.767 -13.367
100 H 1.408 1.413 -14.115
101 H 0.675 -1.194 -14.314
102 H -1.971 -1.280 -13.674
103 N 0.430 -4.139 -14.693
104 C 0.440 -3.999 -13.329
105 C -0.349 -4.992 -12.794
106 C -0.847 -5.762 -13.871
107 C -0.348 -5.215 -15.032
108 H 0.922 -3.543 -15.346
109 H 1.004 -3.205 -12.859
110 H -0.544 -5.146 -11.740
111 H -1.499 -6.624 -13.808
112 H -0.480 -5.499 -16.068

***

Record 7
The following is a quantum chemistry calculation of C4H20B2KO4 as an isolated structure, from the Open Molecules 2025 dataset.

Its net charge is -1. Its energy above the lowest of the compared OMol25 structures with the same formula, charge and spin is 521.3 kJ/mol. The orbital gap is 4.573 eV.

Cartesian coordinates (Å):
1 K -0.051 1.593 -1.854
2 B 5.364 1.389 -2.526
3 H 4.833 0.971 -1.684
4 H 5.376 0.524 -3.171
5 H 4.733 2.116 -3.014
6 H 6.336 1.732 -2.208
7 B 1.788 4.500 1.506
8 H 2.344 5.161 2.152
9 H 1.665 3.513 1.924
10 H 0.802 4.903 1.336
11 H 2.242 4.386 0.533
12 C -4.626 1.508 2.001
13 C -5.210 0.162 2.503
14 O -4.169 -0.739 2.365
15 O -4.777 1.611 0.557
16 H -3.543 1.633 2.011
17 H -5.113 2.360 2.475
18 H -6.057 -0.175 1.905
19 H -5.704 0.230 3.472
20 H -4.518 -1.607 2.580
21 H -5.698 1.530 0.299
22 C 1.192 -3.841 -2.195
23 C 0.929 -3.900 -0.697
24 O 2.227 -4.062 -0.137
25 O 1.924 -2.724 -2.650
26 H 0.258 -3.728 -2.745
27 H 1.729 -4.635 -2.712
28 H 0.406 -4.829 -0.469
29 H 0.367 -3.092 -0.230
30 H 2.241 -3.981 0.820
31 H 2.711 -2.510 -2.145

***

Record 8
The following is a quantum chemistry calculation of a single C2H4N2S3 molecule, from the Open Molecules 2025 dataset.

Its energy above the lowest of the compared OMol25 structures with the same formula, charge and spin is 26.1 kJ/mol. As for the SMILES: N/C(=N\S)C(=S)S. The orbital gap is 7.969 eV.

Cartesian coordinates (Å):
1 N -0.170 -1.557 -0.178
2 C 0.064 -0.215 -0.047
3 N -0.812 0.713 0.031
4 S -2.456 0.230 -0.029
5 C 1.527 0.187 -0.028
6 S 2.732 -0.893 0.035
7 S 1.866 1.897 -0.072
8 H 0.627 -2.167 -0.098
9 H -1.050 -1.919 0.121
10 H -2.949 1.436 0.354
11 H 0.622 2.289 -0.090

***

Record 9
The following is a quantum chemistry calculation of a 4-piece molecular cluster, C4H8N4O overall, from the Open Molecules 2025 dataset.

Its energy above the lowest of the compared OMol25 structures with the same formula, charge and spin is 1138.1 kJ/mol. The orbital gap is 7.742 eV.

Cartesian coordinates (Å):
1 C 0.810 1.006 2.334
2 C 0.256 0.833 0.855
3 C -1.610 0.518 -0.428
4 C 0.618 -0.082 -0.060
5 H 2.052 2.007 1.956
6 H -0.654 1.349 2.879
7 H 1.610 -0.152 2.821
8 H -2.559 0.660 -2.246
9 H -1.004 -2.091 -1.487
10 H -0.516 -1.119 -2.823
11 H 1.340 -1.316 -0.845
12 H 2.265 -1.451 0.495
13 N -2.673 0.789 -1.195
14 N -0.354 0.040 -1.015
15 N -0.263 -1.277 -1.795
16 N 1.899 -0.625 -0.239
17 O -1.218 0.911 0.793